(1)
{
  "formula": "C28H29B2Cl2F4N6O2SiTl",
  "method": "wB97M-V/def2-TZVPD",
  "species": ["Tl", "N", "C", "C", "C", "C", "C", "C", "C", "C", "C", "C", "C", "C", "N", "C", "C", "C", "C", "N", "H", "H", "H", "H", "H", "H", "H", "H", "H", "H", "C", "C", "C", "C", "C", "C", "N", "N", "Si", "C", "C", "C", "H", "H", "H", "H", "H", "H", "H", "H", "H", "H", "H", "H", "H", "H", "H", "B", "C", "N", "H", "H", "H", "F", "B", "F", "F", "F", "Cl", "C", "Cl", "C", "O", "O", "H"],
  "coordinates": [[0.370712, -0.747541, 0.321624], [-3.062882, 9.207559, 0.024478], [-2.700305, 8.116920, 0.089345], [-2.253454, 6.761923, 0.161195], [-1.169584, 6.341523, -0.611780], [-0.756237, 5.023589, -0.562760], [-1.408271, 4.107269, 0.260683], [-2.479037, 4.538070, 1.043418], [-2.904034, 5.852045, 0.996657], [-0.983748, 2.683136, 0.293857], [-0.449150, 2.224540, 1.490677], [-0.276746, 2.993406, 2.688883], [0.212644, 2.143041, 3.641346], [0.353205, 0.879295, 3.014037], [-0.015314, 0.927824, 1.749777], [-1.215265, 1.957538, -0.891293], [-1.874453, 2.435409, -2.059556], [-1.926474, 1.378502, -2.944104], [-1.308854, 0.293382, -2.289400], [-0.895146, 0.631738, -1.077441], [-0.657324, 7.055771, -1.242707], [0.088424, 4.690476, -1.153256], [-2.977620, 3.821921, 1.683734], [-3.735409, 6.184388, 1.604176], [-0.503825, 4.041006, 2.800803], [0.452113, 2.361131, 4.669367], [0.697814, -0.041673, 3.454936], [-2.263459, 3.429578, -2.209898], [-2.356189, 1.368879, -3.933825], [-1.157791, -0.709597, -2.667254], [-3.406224, -1.255986, 0.412416], [-2.610227, -2.403549, -0.131932], [-3.181701, -3.590124, -0.563702], [-2.344283, -4.582873, -1.076431], [-0.988763, -4.383493, -1.189217], [-0.448488, -3.144353, -0.766543], [-1.293342, -2.228550, -0.228264], [0.814780, -2.722971, -0.821895], [2.141884, -3.460212, -1.618335], [2.667162, -5.153960, -0.954054], [1.745603, -3.640485, -3.473872], [3.667908, -2.362105, -1.497853], [-3.792765, -0.646701, -0.409444], [-2.764766, -0.630469, 1.028478], [-4.232321, -1.609875, 1.026114], [-4.246681, -3.754954, -0.475608], [-2.768698, -5.532288, -1.384956], [-0.329932, -5.150171, -1.574404], [1.905326, -5.928001, -1.080553], [2.879008, -5.064408, 0.114064], [3.576656, -5.489421, -1.460675], [0.864414, -4.261946, -3.653830], [2.586933, -4.081147, -4.016677], [1.550196, -2.653159, -3.900166], [3.757276, -1.936452, -0.495857], [3.642931, -1.531705, -2.205263], [4.563669, -2.957413, -1.692743], [3.287170, 2.265866, -2.121186], [2.561241, 1.200184, -1.238169], [1.993841, 0.409098, -0.617513], [2.954860, 2.034360, -3.266298], [4.487151, 2.170223, -1.981414], [2.891026, 3.356743, -1.759143], [-1.053118, -1.619224, 2.537059], [-2.042922, -1.595984, 3.564126], [-3.005030, -2.588795, 3.297126], [-2.662915, -0.323824, 3.557926], [-1.428803, -1.820967, 4.804461], [5.325773, -2.870142, 2.998516], [4.119724, -1.653083, 2.561419], [3.858339, -0.533724, 3.911015], [2.752608, -2.289092, 2.055524], [2.721903, -3.489360, 1.860941], [1.907022, -1.374841, 1.839687], [4.532242, -1.071727, 1.741406]],
  "atomic_forces_ev_per_a": [[-0.49, -0.67, 0.28], [0.02, -0.06, 0.01], [-0.10, 0.36, -0.01], [0.13, -0.43, 0.02], [-0.06, 0.11, 0.03], [0.10, -0.11, 0.04], [-0.10, 0.19, 0.03], [0.02, -0.09, -0.05], [0.01, 0.14, -0.03], [0.12, -0.30, 0.14], [0.01, 0.25, -0.24], [0.00, -0.10, 0.01], [0.00, 0.11, 0.00], [-0.02, -0.06, -0.03], [-0.08, 0.03, 0.27], [-0.13, 0.16, -0.14], [0.07, 0.00, 0.10], [-0.07, 0.00, -0.06], [0.00, -0.02, 0.00], [-0.10, 0.12, -0.08], [0.00, -0.02, -0.02], [-0.01, -0.01, -0.02], [-0.01, 0.01, 0.00], [-0.02, -0.02, -0.02], [0.00, 0.01, 0.00], [-0.02, 0.01, -0.01], [0.04, -0.03, -0.05], [-0.01, 0.01, 0.00], [0.02, 0.00, 0.01], [0.01, 0.00, 0.04], [0.11, -0.02, 0.02], [-0.03, -0.07, -0.02], [-0.05, -0.06, -0.01], [0.06, 0.07, 0.02], [0.04, -0.02, -0.07], [-0.07, -0.08, -0.08], [-0.22, -0.19, -0.02], [-0.09, 0.11, 0.05], [0.59, -0.20, -0.32], [-0.25, 0.13, 0.05], [0.00, -0.01, 0.23], [-0.24, -0.02, 0.10], [0.00, -0.03, -0.03], [-0.07, 0.04, 0.06], [0.00, -0.01, 0.00], [0.00, 0.07, 0.04], [0.00, 0.00, -0.01], [-0.04, 0.00, 0.00], [-0.01, 0.01, -0.03], [-0.01, 0.04, -0.05], [-0.01, 0.03, -0.06], [0.01, 0.00, 0.02], [0.01, -0.01, 0.02], [0.00, 0.01, 0.01], [0.02, -0.02, -0.04], [-0.04, 0.02, 0.02], [-0.01, -0.02, -0.01], [0.09, 0.25, -0.21], [-0.13, -0.26, 0.20], [0.88, 0.59, -0.47], [0.01, 0.04, -0.05], [0.03, -0.06, 0.05], [-0.02, 0.06, -0.01], [-0.10, -0.13, 0.15], [-0.06, 0.08, 0.05], [0.08, 0.07, 0.02], [0.05, -0.10, -0.02], [-0.05, 0.02, -0.10], [0.14, -0.10, 0.03], [-0.53, -0.18, -0.23], [0.00, 0.11, 0.13], [0.62, 0.08, -0.07], [-0.19, 0.07, 0.03], [0.16, 0.07, 0.34], [0.00, 0.04, 0.04]],
  "mulliken_charge": [3.050, -0.609, 0.021, 0.566, -0.861, -0.144, -0.087, -0.019, -0.889, 1.617, -0.417, -0.817, -1.691, -0.609, 0.368, -0.871, -0.539, -1.526, -0.581, 0.466, 0.440, 0.665, 0.552, 0.426, 0.597, 0.434, 0.690, 0.530, 0.419, 0.474, -1.071, 0.610, -0.989, -0.559, -0.700, 0.491, 0.278, -0.013, 0.106, -1.067, -1.184, -0.649, 0.292, -0.172, 0.458, 0.433, 0.382, 0.344, 0.316, 0.282, 0.343, 0.322, 0.336, 0.262, -0.106, 0.215, 0.345, 0.673, -0.048, -0.926, -0.200, -0.209, -0.225, -0.053, 0.334, -0.407, -0.435, -0.397, -0.217, 0.315, -0.213, 0.128, -0.672, -0.575, 0.168],
  "total_energy_ha": -3395.348032,
  "max_force_ev_per_a": 1.16,
  "charge": -2,
  "homo_energy_ev": -3.148,
  "spin_multiplicity": 1,
  "e_above_lowest_kcal_mol": 9.6
}

***

(2)
{
  "formula": "C29H31NO2S2",
  "method": "wB97M-V/def2-TZVPD",
  "species": ["C", "C", "C", "N", "C", "S", "S", "C", "C", "H", "H", "H", "H", "H", "H", "H", "H", "H", "H", "C", "O", "C", "C", "C", "C", "C", "C", "C", "C", "C", "C", "C", "C", "C", "C", "C", "C", "C", "O", "C", "C", "C", "C", "C", "H", "H", "H", "H", "H", "H", "H", "H", "H", "H", "H", "H", "H", "H", "H", "H", "H", "H", "H", "H", "H"],
  "coordinates": [[-6.358000, 1.272791, -1.552452], [-5.614600, -0.057162, -1.548229], [-4.251629, 0.064232, -0.869453], [-3.447468, 1.162031, -1.427807], [-2.137670, 1.257917, -1.008691], [-1.305156, -0.263097, -0.738738], [-1.353238, 2.708857, -0.775765], [-4.109305, 2.454073, -1.637933], [-5.497480, 2.317757, -2.255188], [-7.311005, 1.164445, -2.080806], [-6.570604, 1.589677, -0.523410], [-6.194626, -0.824608, -1.026728], [-5.471803, -0.404591, -2.579108], [-4.399858, 0.206475, 0.219048], [-3.689258, -0.871891, -1.000053], [-4.184082, 3.015002, -0.685910], [-3.469433, 3.047489, -2.308863], [-5.389839, 2.043888, -3.311999], [-5.985318, 3.297269, -2.229102], [6.109098, -5.796022, -0.026799], [5.247442, -5.408964, 1.073068], [4.567948, -4.232638, 0.990423], [3.562204, -3.998450, 1.957806], [2.707925, -2.920410, 1.826019], [2.872404, -1.989966, 0.780551], [1.949956, -0.845781, 0.606552], [0.632065, -0.970328, 0.944266], [-0.421664, 0.082964, 0.854324], [-1.549397, 0.072464, 1.881116], [-2.394745, 1.179972, 1.977949], [-3.649026, 1.061043, 2.577086], [-4.005696, -0.142833, 3.206257], [-3.076754, -1.182497, 3.266494], [-1.843644, -1.080712, 2.607525], [2.537722, 0.391548, 0.041462], [3.860178, 0.782278, 0.363490], [4.421538, 1.933455, -0.144308], [3.650253, 2.785930, -0.970622], [4.252453, 3.919571, -1.421219], [3.489543, 4.796162, -2.281429], [2.330560, 2.415481, -1.307242], [1.837832, 1.204111, -0.857317], [3.932347, -2.196564, -0.129026], [4.776062, -3.290127, -0.043974], [6.522690, -6.754414, 0.292133], [5.534454, -5.918902, -0.958053], [6.917239, -5.064609, -0.180708], [3.471199, -4.704966, 2.778414], [1.915780, -2.764711, 2.557421], [0.277070, -1.955990, 1.227781], [0.022337, 1.076268, 0.787771], [-2.073489, 2.143775, 1.556803], [-4.327231, 1.917976, 2.572951], [-4.993225, -0.243797, 3.657739], [-3.298704, -2.086197, 3.832876], [-1.117512, -1.895027, 2.634442], [4.462471, 0.163621, 1.026145], [5.444498, 2.222222, 0.082729], [4.183178, 5.606567, -2.510902], [3.184125, 4.273726, -3.199944], [2.601737, 5.180556, -1.757402], [1.698854, 3.068928, -1.914090], [0.850963, 0.894795, -1.201027], [4.099014, -1.484956, -0.935716], [5.568347, -3.425115, -0.780614]],
  "atomic_forces_ev_per_a": [[0.07, -0.02, -0.18], [0.15, 0.00, -0.02], [-0.44, -0.69, -0.05], [1.07, 0.44, 0.77], [-0.66, 0.75, -0.31], [0.26, -0.30, -0.17], [-0.12, -0.23, -0.52], [-0.38, 0.31, -0.20], [-0.01, -0.12, -0.14], [0.05, 0.05, 0.16], [0.00, -0.05, -0.08], [0.11, 0.04, -0.02], [-0.05, 0.07, 0.07], [0.15, 0.09, -0.39], [-0.34, 0.43, 0.10], [0.17, -0.29, -0.21], [-0.20, -0.19, 0.37], [-0.05, -0.02, 0.09], [0.12, -0.06, -0.01], [-0.42, 0.32, 0.61], [0.45, -0.03, -0.34], [-0.36, 0.49, -0.57], [0.59, -0.40, -0.56], [0.29, 0.44, -0.24], [0.39, -0.60, -0.18], [-1.10, 0.12, 0.17], [0.99, -0.12, -0.18], [-0.08, 0.32, 0.23], [0.48, -0.41, 0.17], [-0.24, 0.47, 0.14], [0.35, -0.24, 0.33], [0.14, 0.25, -0.23], [0.22, 0.01, 0.04], [-0.52, 0.18, -0.02], [0.50, 0.48, -0.28], [-0.35, -0.13, 0.12], [-0.41, 0.66, -0.49], [-0.53, -0.49, -0.03], [-0.39, 0.23, -0.24], [0.34, -0.50, 0.48], [0.99, 0.53, -0.08], [-0.36, -0.37, 0.42], [-0.45, 0.25, 0.32], [-0.15, -0.75, 0.65], [-0.01, 0.18, -0.18], [0.11, 0.09, 0.30], [-0.22, -0.25, 0.08], [-0.07, 0.07, -0.16], [0.23, -0.02, -0.11], [0.18, 0.02, 0.00], [-0.09, -0.06, -0.15], [-0.34, -0.69, 0.19], [0.18, -0.29, 0.08], [0.31, -0.03, -0.04], [-0.04, 0.19, -0.16], [-0.44, 0.15, 0.02], [-0.17, 0.09, -0.10], [-0.18, -0.06, 0.02], [-0.24, -0.08, -0.04], [0.10, 0.15, 0.23], [0.25, -0.07, -0.15], [0.26, -0.38, 0.15], [0.34, 0.15, 0.11], [-0.14, -0.12, 0.18], [-0.29, 0.02, 0.22]],
  "mulliken_charge": [-0.656, -0.977, -0.121, 0.159, 0.351, -0.318, -0.285, -0.708, -0.808, 0.318, 0.310, 0.368, 0.369, -0.063, 0.538, 0.364, 0.485, 0.347, 0.345, -0.791, -0.444, 0.797, -0.702, -0.478, -0.340, -0.229, -1.437, 0.846, 0.053, -0.201, -0.818, -0.426, -0.654, -0.761, -0.142, -0.093, -0.942, 0.844, -0.465, -0.783, -0.572, -0.701, -0.436, -0.575, 0.246, 0.351, 0.301, 0.415, 0.473, 0.694, 1.175, 0.494, 0.400, 0.404, 0.403, 0.301, 0.592, 0.425, 0.244, 0.326, 0.311, 0.382, 0.683, 0.508, 0.308],
  "total_energy_ha": -2125.235178,
  "max_force_ev_per_a": 1.39,
  "homo_energy_ev": -7.627,
  "smiles": "COc1ccc(C(=C[C@@H](SC(=S)N2CCCCC2)c2ccccc2)c2ccc(OC)cc2)cc1",
  "spin_multiplicity": 1,
  "e_above_lowest_kcal_mol": 0.0
}

***

(3)
{
  "formula": "C21H21F7O21",
  "method": "wB97M-V/def2-TZVPD",
  "species": ["C", "C", "O", "C", "O", "O", "F", "H", "H", "H", "C", "C", "O", "C", "O", "O", "F", "H", "H", "H", "C", "C", "O", "C", "O", "O", "F", "H", "H", "H", "C", "C", "O", "C", "O", "O", "F", "H", "H", "H", "C", "C", "O", "C", "O", "O", "F", "H", "H", "H", "C", "C", "O", "C", "O", "O", "F", "H", "H", "H", "C", "C", "O", "C", "O", "O", "F", "H", "H", "H"],
  "coordinates": [[9.761311, -12.044410, 1.863905], [8.908495, -10.970307, 1.195183], [9.841505, -10.052674, 0.685528], [11.001306, -10.174189, 1.440914], [11.985246, -9.491860, 1.427815], [10.996420, -11.384685, 2.020672], [8.146559, -10.317488, 2.038041], [9.761095, -13.027298, 1.392711], [9.370564, -12.229295, 2.864521], [8.276881, -11.397076, 0.416075], [16.875235, -8.772405, 3.288931], [16.058200, -10.109288, 3.473489], [15.317918, -10.233402, 2.252061], [15.717544, -9.317011, 1.340482], [15.246041, -9.246601, 0.189903], [16.558626, -8.417522, 1.931423], [15.156625, -9.965121, 4.446277], [17.961343, -8.848297, 3.340944], [16.753985, -7.974200, 4.021222], [16.763878, -10.905233, 3.711360], [17.437840, -12.850963, 7.658911], [17.182526, -12.463316, 9.114588], [15.822636, -12.441341, 9.210807], [15.271671, -12.287270, 7.955989], [14.068692, -12.164854, 7.698096], [16.294728, -12.238629, 7.073687], [17.668013, -11.244593, 9.229705], [17.417419, -13.928460, 7.495598], [18.255180, -12.325790, 7.164682], [17.671455, -13.130651, 9.824319], [16.112161, -12.675045, -1.069126], [15.028170, -11.817955, -1.737245], [13.856244, -12.432054, -1.366035], [14.042525, -13.194788, -0.329433], [13.116351, -13.507417, 0.440502], [15.307704, -13.404221, -0.176861], [15.079486, -11.859383, -3.082305], [16.935295, -12.185942, -0.548248], [16.497553, -13.501624, -1.666074], [15.053458, -10.773699, -1.425790], [19.264743, -17.761214, 5.250676], [17.938915, -17.210048, 5.753127], [18.361335, -16.077101, 6.536450], [19.596538, -16.293120, 6.942257], [20.128669, -15.668651, 7.890370], [20.194458, -17.273393, 6.201482], [17.359211, -18.095467, 6.499037], [19.483413, -17.324021, 4.276432], [19.225031, -18.840278, 5.101821], [17.211454, -16.964881, 4.979293], [13.628107, -13.014449, 3.995033], [12.498268, -14.013436, 4.214304], [13.077234, -15.053696, 4.986750], [14.368985, -14.893027, 4.921141], [15.140272, -15.516344, 5.633726], [14.706507, -13.916428, 3.996349], [12.100982, -14.388322, 3.036579], [13.785584, -12.274075, 4.779343], [13.482391, -12.480304, 3.056118], [11.675192, -13.561243, 4.767628], [16.159286, -17.762461, 9.532018], [15.885102, -16.374192, 9.016203], [16.839360, -15.602963, 9.701739], [17.876785, -16.369331, 10.026042], [18.889988, -15.937311, 10.510004], [17.572541, -17.650026, 9.760623], [14.631442, -16.045171, 9.334336], [15.960278, -18.556020, 8.811762], [15.588959, -17.998829, 10.430325], [16.028104, -16.370584, 7.935630]],
  "atomic_forces_ev_per_a": [[-0.88, 0.42, 1.17], [1.00, -1.39, -1.81], [0.70, 0.31, 0.54], [1.41, -0.71, -1.49], [-1.69, 0.09, 0.04], [0.46, -0.53, 0.57], [-1.52, 0.93, 1.84], [0.71, 0.36, -0.58], [-0.17, 0.07, 0.10], [0.13, 0.39, -0.32], [0.33, -0.72, -0.80], [0.83, 2.10, -0.47], [1.26, -0.68, 0.32], [-1.86, 1.29, -2.13], [2.24, -0.32, 3.96], [-0.47, -0.07, -0.72], [-0.47, -0.25, 0.73], [0.08, -0.90, -0.27], [-1.31, 0.04, -0.24], [-0.64, -0.60, -0.34], [-0.26, 0.20, -0.06], [1.75, -2.17, -1.29], [-2.04, -0.24, -0.05], [-2.39, 0.70, -0.58], [3.96, -0.44, 0.90], [-1.82, -0.41, -0.74], [0.76, 2.62, 1.00], [0.16, 0.07, -0.13], [0.39, -0.48, 0.57], [-0.47, 0.04, 0.25], [-0.22, -1.01, -0.60], [1.31, 0.77, -0.51], [-1.65, 1.20, -1.40], [-4.11, -0.35, 3.55], [2.87, 0.09, -2.21], [1.51, -1.49, 2.84], [0.36, -0.05, -0.80], [-0.39, 0.26, -0.01], [0.41, 0.73, -0.90], [-0.18, -0.05, 0.04], [-0.49, 0.81, -0.91], [1.32, 1.45, -2.19], [-1.89, -0.64, -0.79], [3.50, 1.70, 3.69], [-1.83, -2.40, -3.98], [0.05, 0.18, 0.82], [-1.51, -1.98, 2.54], [0.16, 0.10, -0.05], [0.32, 0.01, 0.66], [0.29, 0.82, 0.07], [-0.63, 0.31, 0.18], [-0.08, 2.86, 2.01], [-1.68, 0.38, -0.59], [3.21, -0.42, 0.84], [-0.75, 1.01, -1.69], [1.32, -1.34, 1.13], [-1.11, -1.79, -2.04], [-0.27, -0.13, 0.29], [0.26, -0.40, -0.18], [-0.17, -0.44, 0.17], [0.52, -0.35, -0.37], [-0.12, -1.63, -0.28], [-1.16, 1.45, -0.65], [1.78, 0.35, 1.28], [-1.30, -0.90, -0.66], [0.37, -1.00, 0.42], [-0.61, 0.97, 0.15], [0.24, 0.19, -0.09], [0.26, 0.27, 0.30], [-0.09, 0.77, -0.06]],
  "mulliken_charge": [-0.388, 0.185, -0.353, 0.563, -0.493, -0.079, -0.290, 0.318, 0.275, 0.300, -0.505, 0.505, -0.062, 0.462, -0.553, -0.391, -0.302, 0.263, 0.285, 0.262, 0.019, 0.388, -0.342, 0.615, -0.578, -0.263, -0.340, -0.084, 0.338, 0.317, -0.371, 0.578, -0.302, 0.725, -0.568, -0.345, -0.329, 0.216, 0.286, 0.136, -0.559, 0.314, 0.029, 0.545, -0.553, -0.356, -0.292, 0.306, 0.355, 0.238, -0.106, 0.410, -0.293, 0.327, -0.636, -0.138, -0.244, 0.188, 0.003, 0.345, -0.525, 0.960, -0.258, 0.682, -0.546, -0.364, -0.329, 0.282, 0.323, -0.205],
  "total_energy_ha": -3091.958675,
  "max_force_ev_per_a": 5.44,
  "homo_energy_ev": -11.059,
  "smiles": "O=C1OC[C@@H](F)O1.O=C1OC[C@@H](F)O1.O=C1OC[C@@H](F)O1.O=C1OC[C@@H](F)O1.O=C1OC[C@@H](F)O1.O=C1OC[C@@H](F)O1.O=C1OC[C@@H](F)O1",
  "spin_multiplicity": 1,
  "e_above_lowest_kcal_mol": 62.3
}